Record 1
Formula: C11H15N2
Source: OMol25
Level of theory: ωB97M-V with the def2-TZVPD basis set

Each atom is followed by the atoms it is bonded to, with distances in Å.
Positions of all 28 atoms, in Å:
1 C 0.92575 2.25813 1.21005  C2 1.510, H14 1.042, H15 1.131, H16 1.024
2 C 1.19271 1.50766 -0.07291  C1 1.510, N3 1.427, H17 1.154, H18 1.043
3 N 0.89286 0.11281 -0.10405  C2 1.427, C4 1.754, C10 1.469, C13 1.423
4 C -0.82744 -0.22911 -0.07302  N3 1.754, C5 1.348, C9 1.389
5 C -1.35054 -0.97546 0.92021  C4 1.348, C6 1.458, H19 1.035
6 C -2.78492 -1.23658 0.92779  C5 1.458, C7 1.386, H20 1.068
7 C -3.52656 -0.67633 -0.09973  C6 1.386, C8 1.388, H21 1.005
8 C -2.91539 0.10339 -1.07181  C7 1.388, C9 1.374, H22 1.065
9 C -1.57447 0.40073 -1.05975  C4 1.389, C8 1.374, H23 1.061
10 C 1.53840 -0.54973 1.03663  N3 1.469, N11 1.268, H24 1.045
11 N 2.41131 -1.43019 0.77024  C10 1.268, C12 1.499
12 C 2.54139 -1.58557 -0.71514  N11 1.499, C13 1.589, H25 1.074, H26 1.194
13 C 1.39297 -0.61072 -1.22213  N3 1.423, C12 1.589, H27 1.081, H28 1.149
14 H -0.08959 2.40223 1.39202  C1 1.042
15 H 1.37171 1.82632 2.15498  C1 1.131
16 H 1.37884 3.16906 1.09196  C1 1.024
17 H 2.32627 1.50665 -0.28847  C2 1.154
18 H 0.68740 2.07951 -0.78456  C2 1.043
19 H -0.69504 -1.37395 1.61542  C5 1.035
20 H -3.09524 -1.83562 1.75532  C6 1.068
21 H -4.50022 -0.92105 -0.05915  C7 1.005
22 H -3.50876 0.60771 -1.79876  C8 1.065
23 H -1.28269 0.98763 -1.89462  C9 1.061
24 H 1.30520 -0.33977 2.03307  C10 1.045
25 H 2.36705 -2.60302 -1.01213  C12 1.074
26 H 3.64671 -1.40961 -1.13163  C12 1.194
27 H 1.59072 0.16205 -1.95224  C13 1.081
28 H 0.58158 -1.34720 -1.56757  C13 1.149

Calculated values
SMILES: CC[N@+]1(c2ccccc2)C=NCC1
Charge: +1
F_max, eV Å⁻¹: 5.624



Record 2
Formula: C11H15N3O4S
Source: OMol25
Level of theory: ωB97M-V with the def2-TZVPD basis set

Each atom is followed by the atoms it is bonded to, with distances in Å.
Positions of all 34 atoms, in Å:
1 C 0.56332 0.66724 -0.14043  N2 1.444, H20 1.087, H21 1.093, H22 1.091
2 N -0.16701 -0.32430 -0.89519  C1 1.444, C3 1.459, C9 1.344
3 C -0.42234 0.00900 -2.29232  N2 1.459, C4 1.493, H23 1.092, H24 1.094
4 C 0.76645 -0.28430 -3.14633  C3 1.493, C5 1.360, S8 1.736
5 C 1.16022 -1.49476 -3.62606  C4 1.360, C6 1.413, H25 1.075
6 C 2.36602 -1.43332 -4.35987  C5 1.413, C7 1.356, H26 1.075
7 C 2.87561 -0.17792 -4.42371  C6 1.356, S8 1.719, H27 1.072
8 S 1.89525 0.95899 -3.58656  C4 1.736, C7 1.719
9 C -0.54339 -1.54085 -0.46391  N2 1.344, O10 1.215, C11 1.536
10 O -1.00078 -2.39199 -1.20096  C9 1.215
11 C -0.37060 -1.84282 1.03198  C9 1.536, O12 1.424, H28 1.093, H29 1.095
12 O -0.77048 -0.78325 1.89511  C11 1.424, C13 1.338
13 C -2.08436 -0.54290 1.97896  O12 1.338, O14 1.199, C15 1.524
14 O -2.93283 -1.19024 1.43326  C13 1.199
15 C -2.37240 0.66512 2.86310  C13 1.524, N16 1.439, H30 1.096, H31 1.093
16 N -1.23979 1.15293 3.60529  C15 1.439, C17 1.372, H32 1.008
17 C -0.42145 2.09449 3.03333  N16 1.372, N18 1.369, O19 1.212
18 N 0.75719 2.29544 3.69927  C17 1.369, H33 1.005, H34 1.006
19 O -0.71484 2.70118 2.02542  C17 1.212
20 H 1.08097 0.21746 0.70243  C1 1.087
21 H -0.09955 1.45147 0.23484  C1 1.093
22 H 1.30654 1.12492 -0.79530  C1 1.091
23 H -0.69344 1.06567 -2.34777  C3 1.092
24 H -1.26293 -0.60910 -2.61988  C3 1.094
25 H 0.59806 -2.39476 -3.45384  C5 1.075
26 H 2.82856 -2.28700 -4.82186  C6 1.075
27 H 3.76813 0.15985 -4.91179  C7 1.072
28 H 0.67930 -2.03932 1.26253  C11 1.093
29 H -0.96974 -2.73622 1.23515  C11 1.095
30 H -2.69574 1.47712 2.20188  C15 1.096
31 H -3.19612 0.41673 3.53733  C15 1.093
32 H -0.82795 0.51247 4.26592  N16 1.008
33 H 0.86172 1.99020 4.65111  N18 1.005
34 H 1.27841 3.11275 3.42887  N18 1.006

Calculated values
SMILES: CN(Cc1cccs1)C(=O)COC(=O)CNC(N)=O
F_max, eV Å⁻¹: 0.654



Record 3
Formula: C11H15NO
Source: OMol25
Level of theory: ωB97M-V with the def2-TZVPD basis set

Each atom is followed by the atoms it is bonded to, with distances in Å.
Positions of all 28 atoms, in Å:
1 C 2.08778 1.29604 1.38911  C2 1.319, H14 1.117, H15 1.143
2 C 1.49511 0.25839 0.83080  C1 1.319, C3 1.491, C12 1.444
3 C 0.17065 -0.35215 0.52134  C2 1.491, C4 1.482, C8 1.550, C12 1.496
4 C -0.95908 0.48852 0.05891  C3 1.482, C5 1.575, C6 1.345
5 C -1.42075 1.56917 1.10684  C4 1.575, H16 1.039, H17 1.124, H18 1.067
6 C -1.69501 0.31628 -1.05320  C4 1.345, C7 1.504, H19 1.084
7 C -2.79397 1.27239 -1.42678  C6 1.504, H20 1.055, H21 1.056, H22 1.013
8 C -0.11029 -1.70528 1.22393  C3 1.550, C9 1.458, H23 1.172, H24 1.064
9 C 0.91404 -2.63321 0.76008  C8 1.458, O10 1.237, N11 1.326
10 O 1.06641 -3.81475 1.09362  C9 1.237
11 N 1.70163 -1.99792 -0.09732  C9 1.326, C12 1.460, H25 1.049
12 C 1.37745 -0.59316 -0.32986  C2 1.444, C3 1.496, N11 1.460, C13 1.477
13 C 1.64940 -0.22787 -1.73531  C12 1.477, H26 1.128, H27 1.168, H28 1.162
14 H 3.19790 1.42253 1.40078  C1 1.117
15 H 1.66807 1.90033 2.26346  C1 1.143
16 H -1.36289 1.21937 2.08334  C5 1.039
17 H -0.86495 2.52932 0.92724  C5 1.124
18 H -2.47656 1.61813 0.96395  C5 1.067
19 H -1.39051 -0.30902 -1.88488  C6 1.084
20 H -2.57046 1.35988 -2.45373  C7 1.055
21 H -3.81367 0.99630 -1.42546  C7 1.056
22 H -2.64464 2.12742 -0.90397  C7 1.013
23 H -1.18017 -2.13030 1.00230  C8 1.172
24 H -0.10210 -1.71594 2.28774  C8 1.064
25 H 2.60807 -2.45767 -0.35573  N11 1.049
26 H 1.25652 -1.09127 -2.34506  C13 1.128
27 H 2.80108 -0.22584 -1.93076  C13 1.168
28 H 1.39093 0.88029 -1.97137  C13 1.162

Calculated values
SMILES: C=C1[C@]2(/C(C)=C/C)CC(=O)N[C@]12C
F_max, eV Å⁻¹: 3.491



Record 4
Formula: C11H15NO
Source: OMol25
Level of theory: ωB97M-V with the def2-TZVPD basis set

Each atom is followed by the atoms it is bonded to, with distances in Å.
Positions of all 28 atoms, in Å:
1 C 0.52409 -3.94988 -0.20111  C2 1.512, H11 1.087, H12 1.089, H13 1.076
2 C -0.44210 -2.84045 0.14798  C1 1.512, C3 1.388, C10 1.433
3 C -1.81381 -3.05064 0.13741  C2 1.388, N4 1.380, H14 1.082
4 N -2.40159 -1.85227 0.48698  C3 1.380, C5 1.345, H15 1.009
5 C -1.49284 -0.96250 0.92404  N4 1.345, C6 1.419, C10 1.474
6 C -1.58673 0.30107 1.56398  C5 1.419, C7 1.370, H16 1.061
7 C -0.42248 1.01593 1.67057  C6 1.370, C8 1.446, H17 1.085
8 C 0.90344 0.51000 1.39347  C7 1.446, C9 1.356, H18 1.062
9 C 0.96130 -0.73269 0.85325  C8 1.356, C10 1.390, H19 1.087
10 C -0.16064 -1.52427 0.63843  C2 1.433, C5 1.474, C9 1.390
11 H 0.37561 -4.23869 -1.23818  C1 1.087
12 H 0.20784 -4.80869 0.38890  C1 1.089
13 H 1.52765 -3.58817 -0.06000  C1 1.076
14 H -2.48644 -3.84746 -0.15196  C3 1.082
15 H -3.33114 -1.46383 0.42734  N4 1.009
16 H -2.52993 0.76676 1.70260  C6 1.061
17 H -0.39567 2.05166 1.99215  C7 1.085
18 H 1.66172 1.16429 1.74778  C8 1.062
19 H 1.93471 -1.18377 0.68010  C9 1.087
20 C 0.04175 2.98670 -1.56771  C21 1.526, H23 1.076, H24 1.124, H25 1.093
21 C 1.54205 3.14553 -1.79965  C20 1.526, O22 1.413, H26 1.098, H27 1.104
22 O 2.20519 3.92650 -0.82610  C21 1.413, H28 0.959
23 H -0.41511 3.96037 -1.58185  C20 1.076
24 H -0.14614 2.54015 -0.55354  C20 1.124
25 H -0.52749 2.35651 -2.25585  C20 1.093
26 H 2.00150 2.14780 -1.80018  C21 1.098
27 H 1.84807 3.62386 -2.74686  C21 1.104
28 H 2.41718 3.54621 0.02804  O22 0.959

Calculated values
SMILES: Cc1c[nH]c2ccccc12.CCO
F_max, eV Å⁻¹: 3.514



Record 5
Formula: C11H15NO
Source: OMol25
Level of theory: ωB97M-V with the def2-TZVPD basis set

Each atom is followed by the atoms it is bonded to, with distances in Å.
Positions of all 28 atoms, in Å:
1 C -3.80815 -0.74584 -1.03695  O2 1.444, H14 1.162, H15 1.190, H16 1.275
2 O -2.97470 -0.09200 -0.05587  C1 1.444, C3 1.369
3 C -1.88223 0.63067 -0.45264  O2 1.369, C4 1.625, H17 1.099, H18 1.129
4 C -0.97342 1.04625 0.82865  C3 1.625, C5 1.545, N13 1.481, H19 1.139
5 C 0.34052 1.73309 0.39521  C4 1.545, C6 1.478, H20 1.142, H21 1.057
6 C 1.39794 0.72078 0.19342  C5 1.478, C7 1.463, C11 1.408
7 C 2.68785 1.27803 -0.21509  C6 1.463, C8 1.398, H22 1.098
8 C 3.64340 0.34164 -0.62052  C7 1.398, C9 1.414, H23 1.141
9 C 3.41159 -1.04578 -0.47663  C8 1.414, C10 1.301, H24 1.110
10 C 2.33293 -1.51453 0.07949  C9 1.301, C11 1.402, H25 1.092
11 C 1.24413 -0.67066 0.34289  C6 1.408, C10 1.402, C12 1.565
12 C 0.03894 -1.24392 1.16032  C11 1.565, N13 1.536, H26 1.161, H27 1.076
13 N -0.76726 -0.08416 1.76326  C4 1.481, C12 1.536, H28 0.977
14 H -4.79475 -1.07023 -0.51527  C1 1.162
15 H -3.32843 -1.76112 -1.43161  C1 1.190
16 H -3.94741 -0.08672 -2.11977  C1 1.275
17 H -1.45439 0.11475 -1.32373  C3 1.099
18 H -2.32617 1.56098 -0.91300  C3 1.129
19 H -1.67346 1.68945 1.45558  C4 1.139
20 H 0.21561 2.21594 -0.63242  C5 1.142
21 H 0.61515 2.42333 1.14779  C5 1.057
22 H 2.80457 2.36453 -0.32408  C7 1.098
23 H 4.57109 0.66268 -1.20167  C8 1.141
24 H 4.05998 -1.81981 -0.93665  C9 1.110
25 H 2.26105 -2.48261 0.57879  C10 1.092
26 H 0.54251 -1.92059 1.95795  C12 1.161
27 H -0.56592 -1.80682 0.47091  C12 1.076
28 H -1.67096 -0.43733 1.88161  N13 0.977

Calculated values
SMILES: COC[C@@H]1Cc2ccccc2CN1
F_max, eV Å⁻¹: 5.036



| no. | E_HOMO (eV) | total energy (hartree) | LUMO energy (Eh) |
| --- | --- | --- | --- |
| 1 | -13.6 | -537.32028 | -0.1100 |
| 2 | -8.7 | -1291.63271 | 0.0170 |
| 3 | -9.0 | -558.02504 | 0.0251 |
| 4 | -7.9 | -558.10626 | 0.0313 |
| 5 | -8.7 | -558.04233 | 0.0326 |